{"formula": "C42H30CaN7O8Te", "method": "the ωB97M-V functional and the def2-TZVPD basis", "e_homo_ev": -4.618, "orbital_gap_ev": 6.0, "e_lumo_ev": 1.36, "total_charge": -1, "symbols": ["Ca", "C", "C", "C", "C", "C", "C", "N", "C", "C", "C", "C", "C", "C", "N", "N", "C", "C", "C", "C", "C", "N", "H", "H", "H", "H", "H", "H", "H", "H", "H", "H", "H", "H", "H", "O", "C", "O", "C", "C", "C", "C", "C", "C", "C", "C", "C", "N", "H", "H", "H", "H", "H", "H", "O", "C", "O", "C", "C", "C", "C", "C", "C", "N", "O", "O", "N", "O", "O", "H", "H", "H", "C", "Te", "C", "C", "C", "C", "C", "C", "C", "H", "H", "H", "H", "H", "H", "H", "H"], "xyz": [[-0.1902, -0.1641, -0.7481], [2.1802, 4.7439, -2.9492], [1.9016, 4.9936, -1.6100], [1.7754, 3.9473, -0.7102], [1.9057, 2.6188, -1.1331], [2.1960, 2.3791, -2.4768], [2.3302, 3.4302, -3.3729], [1.6225, 1.5332, -0.2866], [2.2066, 1.4543, 0.9060], [3.3475, 2.2389, 1.3066], [3.9037, 2.1161, 2.5445], [3.3964, 1.2163, 3.5137], [2.3173, 0.4480, 3.1860], [1.7246, 0.5286, 1.9086], [0.6763, -0.2771, 1.5116], [0.0355, -0.9166, 2.3834], [-0.9317, -1.8214, 1.8305], [-1.8683, -2.3471, 2.7087], [-2.7645, -3.2864, 2.2320], [-2.7040, -3.6648, 0.9011], [-1.7481, -3.0724, 0.0954], [-0.8694, -2.1810, 0.5465], [2.2666, 5.5613, -3.6541], [1.7717, 6.0123, -1.2632], [1.5168, 4.1449, 0.3241], [2.2995, 1.3517, -2.8057], [2.5499, 3.2188, -4.4131], [3.7769, 2.9192, 0.5849], [4.7723, 2.7171, 2.7921], [3.8710, 1.1294, 4.4817], [1.9102, -0.2804, 3.8754], [-1.8806, -1.9985, 3.7324], [-3.5055, -3.7177, 2.8930], [-3.3970, -4.3821, 0.4861], [-1.6790, -3.3067, -0.9607], [0.2068, -2.1199, -4.3209], [0.1817, -1.2694, -3.4401], [0.6924, -1.3510, -2.2746], [-0.4872, 0.0898, -3.7946], [-0.8942, 0.2907, -5.1385], [-1.4300, 1.4863, -5.4958], [-1.5692, 2.5095, -4.5253], [-2.0897, 3.7929, -4.8222], [-2.1672, 4.7496, -3.8517], [-1.7247, 4.4656, -2.5382], [-1.2290, 3.2339, -2.2275], [-1.1468, 2.2254, -3.2157], [-0.6160, 1.0145, -2.8718], [-0.7584, -0.5280, -5.8296], [-1.7459, 1.6795, -6.5154], [-2.4153, 4.0010, -5.8350], [-2.5540, 5.7334, -4.0856], [-1.7622, 5.2407, -1.7815], [-0.8532, 3.0173, -1.2365], [-4.3673, -0.8281, -0.1385], [-3.5401, 0.0702, -0.2365], [-2.3514, 0.0058, -0.6890], [-3.9530, 1.4709, 0.2191], [-2.9888, 2.4287, 0.4999], [-3.3699, 3.7090, 0.8437], [-4.6924, 4.0891, 0.9360], [-5.6299, 3.1126, 0.6647], [-5.2932, 1.8172, 0.3088], [-7.0630, 3.4803, 0.7646], [-7.3323, 4.6455, 0.9800], [-7.8820, 2.5964, 0.6290], [-2.3103, 4.6949, 1.1661], [-1.1765, 4.2676, 1.1959], [-2.6441, 5.8327, 1.4240], [-1.9466, 2.1786, 0.4036], [-4.9727, 5.0948, 1.2066], [-6.0560, 1.0830, 0.0937], [-2.3177, 2.9752, 4.3511], [-0.6276, 2.1107, 3.3519], [0.3592, 3.8897, 3.9876], [-0.7240, 4.8979, 4.2834], [-0.4452, 6.2579, 4.3818], [-1.4517, 7.1680, 4.6628], [-2.7520, 6.7226, 4.8622], [-3.0370, 5.3698, 4.7686], [-2.0327, 4.4519, 4.4722], [-2.4152, 2.5182, 5.3365], [-3.2426, 2.7801, 3.8066], [1.0329, 4.2391, 3.2058], [0.9520, 3.6689, 4.8749], [0.5711, 6.6028, 4.2288], [-1.2242, 8.2254, 4.7187], [-3.5428, 7.4294, 5.0805], [-4.0520, 5.0176, 4.9174]], "lowdin_charge": [1.381, -0.115, -0.098, -0.061, -0.321, -0.040, -0.094, 0.010, -0.259, -0.031, -0.095, -0.120, -0.105, -0.320, -0.086, 0.030, -0.321, -0.014, -0.063, -0.059, -0.117, 0.038, 0.090, 0.099, 0.106, 0.110, 0.098, 0.104, 0.098, 0.089, 0.098, 0.108, 0.105, 0.105, 0.124, 0.023, -0.630, -0.212, -0.163, 0.009, -0.003, -0.153, -0.040, -0.078, -0.060, -0.011, -0.194, 0.087, 0.112, 0.113, 0.108, 0.099, 0.105, 0.091, 0.041, -0.607, -0.212, -0.070, 0.025, -0.121, 0.078, -0.112, 0.082, -0.353, 0.069, 0.080, -0.329, -0.004, 0.082, 0.077, 0.130, 0.132, -0.425, 1.427, -0.410, -0.297, -0.042, -0.092, -0.095, -0.052, -0.302, 0.048, 0.047, 0.053, 0.056, 0.113, 0.097, 0.098, 0.113]}

{"formula": "C10H6MnN2O5", "method": "the ωB97M-V functional and the def2-TZVPD basis", "multiplicity": 5, "e_homo_ev": [-21.483, -22.538], "orbital_gap_ev": [8.9, 7.4], "e_lumo_ev": [-12.61, -15.16], "total_charge": 3, "symbols": ["O", "C", "Mn", "O", "C", "C", "O", "C", "O", "C", "O", "N", "C", "C", "C", "C", "C", "N", "H", "H", "H", "H", "H", "H"], "xyz": [[2.3605, -2.3903, -1.1380], [2.0703, -1.2953, -0.9128], [1.6368, 0.5825, -0.7045], [4.2480, 1.4591, -1.8192], [3.1851, 1.2920, -1.3621], [1.0188, 2.2848, -0.5077], [0.6957, 3.3959, -0.4980], [2.2338, 0.4683, 1.0938], [2.9372, 0.2663, 2.0000], [0.7083, 0.6503, -2.3494], [0.3679, 0.6734, -3.4668], [-0.6628, 1.1644, 1.8672], [-1.1963, 0.1440, 1.1429], [-2.4380, -0.4345, 1.5210], [-2.9240, -1.4920, 0.7796], [-2.1635, -1.9600, -0.3486], [-0.9637, -1.3018, -0.6335], [-0.4864, -0.2945, 0.0988], [0.1926, 1.6826, 1.6388], [-1.2578, 1.4354, 2.6265], [-2.9127, 0.0389, 2.4047], [-3.8714, -1.9919, 1.0333], [-2.4497, -2.8003, -0.9881], [-0.3288, -1.5773, -1.4780]], "lowdin_spin": [0.023, -0.003, 2.537, 0.129, 0.054, -0.003, 0.037, 0.010, 0.038, 0.006, 0.034, 0.297, 0.103, 0.181, -0.031, 0.238, 0.152, 0.174, 0.008, 0.004, 0.004, -0.004, 0.008, 0.005]}

{"formula": "C18H26AsN2ORh", "method": "the ωB97M-V functional and the def2-TZVPD basis", "multiplicity": 5, "e_homo_ev": [-13.286, -15.196], "orbital_gap_ev": [7.6, 6.9], "e_lumo_ev": [-5.67, -8.27], "total_charge": 2, "symbols": ["Rh", "C", "C", "O", "N", "C", "C", "C", "C", "C", "C", "N", "H", "H", "H", "H", "H", "H", "H", "H", "H", "H", "C", "As", "C", "C", "H", "H", "H", "H", "H", "H", "H", "H", "H", "C", "C", "C", "C", "C", "C", "C", "H", "H", "H", "H", "H", "H", "H"], "xyz": [[0.1388, -0.2285, 0.0003], [-1.5718, 3.4541, -1.9912], [-0.5822, 2.5715, -1.2602], [-0.9213, 1.4374, -0.8395], [0.5793, 3.0868, -0.9217], [1.5341, 2.4157, -0.0038], [2.4896, 1.5001, -0.7460], [3.7478, 1.9853, -1.1507], [4.5592, 1.2191, -1.9653], [4.1054, -0.0572, -2.2753], [2.8799, -0.5156, -1.8294], [2.0690, 0.2519, -1.0631], [-2.4923, 3.3584, -1.3627], [-1.7863, 3.0584, -3.0008], [-1.2480, 4.4797, -2.0716], [0.8212, 4.0426, -1.2014], [0.8405, 1.8618, 0.6596], [2.0186, 3.1996, 0.6466], [4.0687, 2.9422, -0.7932], [5.5313, 1.5738, -2.3078], [4.7558, -0.7539, -2.8382], [2.5832, -1.5151, -2.0757], [-1.3589, 0.9137, 2.9369], [-0.0049, -0.3107, 2.4556], [-0.5336, -2.0637, 3.0947], [1.4275, 0.2070, 3.6249], [-1.5301, 0.8884, 4.0515], [-2.2942, 0.6124, 2.5291], [-1.1921, 1.9263, 2.6267], [-0.6865, -2.0376, 4.1846], [0.2358, -2.8495, 2.8719], [-1.5314, -2.3578, 2.7470], [1.2343, -0.1077, 4.6584], [1.5235, 1.3000, 3.5876], [2.3469, -0.2979, 3.3179], [-0.0801, -1.9168, -1.7350], [-1.3642, -2.2219, -1.2700], [-2.5857, -1.6333, -1.8178], [-3.8237, -2.0170, -1.4231], [-4.0239, -3.0292, -0.4472], [-2.9254, -3.5598, 0.1757], [-1.6515, -3.2117, -0.2029], [0.0245, -1.3504, -2.6723], [0.7438, -2.4894, -1.3593], [-2.4890, -0.8821, -2.6041], [-4.7337, -1.6081, -1.8923], [-5.0148, -3.2560, -0.1901], [-3.0526, -4.3146, 0.8966], [-0.7802, -3.7011, 0.2462]], "lowdin_spin": [2.407, 0.005, 0.012, 0.109, 0.011, 0.031, 0.011, 0.003, 0.001, 0.003, 0.012, 0.106, 0.000, 0.000, 0.001, 0.001, 0.014, 0.001, 0.001, 0.000, 0.001, 0.001, 0.029, 0.128, 0.028, 0.023, 0.006, 0.000, 0.000, 0.005, 0.000, 0.000, 0.004, 0.000, 0.001, 0.339, 0.103, 0.127, -0.001, 0.223, 0.009, 0.189, 0.018, 0.023, 0.004, -0.003, 0.013, -0.004, 0.006]}

{"formula": "C3H3F", "method": "the ωB97M-V functional and the def2-TZVPD basis", "e_homo_ev": -10.725, "smiles": "FC1C=C1", "orbital_gap_ev": 12.0, "e_lumo_ev": 1.25, "symbols": ["F", "C", "C", "C", "H", "H", "H"], "xyz": [[1.9083, -0.0672, -0.0458], [0.6265, 0.0675, 0.4993], [-0.4506, -0.6184, -0.2532], [-0.5770, 0.6883, -0.2626], [0.6215, 0.0818, 1.5263], [-0.9328, -1.5508, -0.5408], [-1.1959, 1.3989, -0.9234]], "lowdin_charge": [-0.035, -0.263, -0.033, 0.016, 0.090, 0.102, 0.123]}

{"formula": "C14H22ClF2LuN2O3", "method": "the ωB97M-V functional and the def2-TZVPD basis", "multiplicity": 2, "e_homo_ev": [-19.659, -20.148], "orbital_gap_ev": [7.2, 6.4], "e_lumo_ev": [-12.50, -13.74], "total_charge": 3, "symbols": ["C", "C", "C", "Cl", "C", "N", "C", "O", "F", "C", "O", "F", "C", "C", "C", "C", "N", "O", "C", "C", "C", "C", "H", "H", "H", "H", "H", "H", "H", "H", "H", "H", "H", "H", "H", "H", "H", "H", "H", "H", "H", "H", "H", "H", "Lu"], "xyz": [[4.1665, -0.6021, 1.6586], [2.8018, -1.0011, 0.9678], [2.3704, -0.0702, -0.2038], [3.0457, 1.6238, 0.2237], [0.7981, -0.0768, -0.5817], [0.8282, -0.0085, -2.0628], [-0.3926, -0.3141, -2.7632], [-0.5258, -1.3445, -3.2509], [-1.4157, 0.5707, -2.9234], [1.3704, 1.2132, -2.5937], [0.8370, 2.2372, -2.7295], [2.6469, 1.1167, -3.0103], [0.1221, 1.1675, 0.1423], [-1.4497, 1.1939, 0.2393], [-1.8449, 1.5847, 1.7275], [-1.9878, 2.4209, -0.6347], [-2.1573, -0.0244, -0.2236], [-3.3190, -0.0133, -0.0269], [-1.5090, -1.3144, 0.1064], [-1.8657, -1.8157, 1.5715], [-2.1816, -2.4171, -0.8518], [0.0549, -1.3929, -0.1575], [3.9958, 0.1708, 2.4410], [4.5051, -1.5002, 2.2211], [4.9499, -0.3017, 0.9355], [2.9240, -2.0642, 0.6565], [2.0210, -0.9779, 1.7588], [2.9680, -0.3755, -1.0935], [0.4883, 1.1425, 1.2086], [0.3928, 2.1759, -0.3168], [-2.8764, 1.9787, 1.7961], [-1.6022, 0.7950, 2.4626], [-1.1715, 2.4493, 1.9706], [-1.4146, 2.5646, -1.5695], [-1.8988, 3.3158, 0.0253], [-3.0634, 2.3288, -0.8795], [-1.2099, -1.3716, 2.3476], [-1.6143, -2.9019, 1.5506], [-2.9484, -1.7550, 1.7896], [-3.1127, -2.7442, -0.3371], [-2.4876, -2.0025, -1.8305], [-1.5501, -3.3236, -0.9327], [0.4314, -1.8583, 0.7804], [0.2372, -2.1759, -0.9265], [1.6438, 3.6975, 1.3188]], "lowdin_spin": [0.001, 0.001, 0.007, 0.099, 0.003, 0.001, 0.000, 0.000, 0.000, 0.001, 0.003, 0.000, 0.039, 0.003, 0.015, 0.004, 0.002, 0.001, 0.000, 0.000, 0.000, 0.001, 0.000, 0.000, 0.000, 0.000, 0.000, 0.001, 0.016, 0.035, 0.001, 0.000, 0.026, 0.000, 0.003, 0.000, 0.000, 0.000, 0.000, 0.000, 0.000, 0.000, 0.000, 0.000, 0.736]}

{"formula": "C4H4N2OS", "method": "the ωB97M-V functional and the def2-TZVPD basis", "e_homo_ev": -8.897, "smiles": "O=C=NC=S.C#CN", "orbital_gap_ev": 8.5, "e_lumo_ev": -0.39, "symbols": ["O", "C", "N", "C", "S", "H", "C", "C", "N", "H", "H", "H"], "xyz": [[0.1015, 1.9464, 0.8164], [0.7093, 1.2302, 0.2088], [1.3711, 0.5680, -0.5752], [2.4075, -0.1427, -0.9869], [3.6961, -0.3020, -0.0395], [2.4135, -0.2548, -2.1351], [-0.9560, -1.1856, 1.4172], [-1.4986, -0.4340, 0.6507], [-2.1690, 0.2906, -0.3719], [-0.7323, -1.6654, 2.3216], [-2.2091, -0.2646, -1.2468], [-3.1338, 0.2139, -0.0593]], "lowdin_charge": [0.229, -0.347, 0.044, -0.755, 0.660, 0.095, 0.095, -0.270, 0.045, 0.019, 0.102, 0.083]}

{"formula": "C2H5N5O", "method": "the ωB97M-V functional and the def2-TZVPD basis", "e_homo_ev": -8.370, "smiles": "Nc1nn(N)c(=O)[nH]1", "orbital_gap_ev": 8.5, "e_lumo_ev": 0.15, "symbols": ["N", "C", "N", "N", "N", "C", "O", "N", "H", "H", "H", "H", "H"], "xyz": [[-2.7084, -0.1218, -0.0580], [-1.2968, -0.0106, -0.0402], [-0.5427, -1.0805, -0.1167], [0.7001, -0.6150, -0.2008], [1.7836, -1.4322, 0.1841], [0.7867, 0.7209, 0.0609], [1.7115, 1.5012, -0.0755], [-0.4532, 1.0502, 0.0145], [-2.7786, -1.1943, 0.4024], [-3.0709, 0.6172, 0.4749], [2.2926, -1.1425, 0.9613], [2.4153, -1.2598, -0.6312], [-0.9447, 2.1040, 0.5103]], "lowdin_charge": [0.099, -0.451, 0.113, -0.165, 0.110, -0.611, 0.047, 0.154, 0.191, 0.040, 0.055, 0.111, 0.306]}

{"formula": "CCl2S2", "method": "the ωB97M-V functional and the def2-TZVPD basis", "e_homo_ev": -9.534, "smiles": "S=C(Cl)SCl", "orbital_gap_ev": 8.7, "e_lumo_ev": -0.82, "symbols": ["S", "C", "Cl", "S", "Cl"], "xyz": [[0.5933, 0.8160, 1.9768], [0.3370, 0.2782, 0.4696], [1.4659, 0.3917, -0.8223], [-1.1991, -0.4662, 0.1579], [-1.1970, -1.0197, -1.7820]], "lowdin_charge": [0.616, -1.728, 0.576, 0.417, 0.120]}